{"formula": "C26H29AuFN2SSi", "method": "the ωB97M-V functional and the def2-TZVPD basis", "elements": ["Au", "C", "Si", "C", "C", "N", "C", "C", "C", "C", "C", "C", "F", "H", "H", "H", "H", "H", "H", "H", "H", "H", "H", "H", "H", "H", "C", "C", "C", "C", "C", "C", "C", "C", "S", "C", "N", "C", "C", "C", "C", "C", "C", "C", "C", "H", "H", "H", "H", "H", "H", "H", "H", "H", "H", "H", "H", "H", "H", "H", "H"], "xyz": [[-0.46340, -0.34726, 0.42091], [-3.35637, -1.34524, -0.98046], [-2.12501, -2.66594, -0.55796], [-2.49360, -4.17345, -1.58138], [-2.15791, -3.14903, 1.23290], [-0.46287, -1.90226, -0.81041], [0.51504, -2.19594, -1.71563], [0.41561, -3.25815, -2.64689], [1.42608, -3.54876, -3.53216], [2.58743, -2.77930, -3.55256], [2.73512, -1.72397, -2.66813], [1.72490, -1.45910, -1.77626], [1.90037, -0.43629, -0.92386], [-4.36549, -1.74526, -0.85970], [-3.25942, -1.01048, -2.01382], [-3.26788, -0.47209, -0.33332], [-3.49951, -4.48081, -1.27923], [-1.82894, -5.01416, -1.38115], [-2.52949, -3.98849, -2.65401], [-3.10260, -3.65457, 1.44606], [-2.09018, -2.29238, 1.90584], [-1.35413, -3.84200, 1.48468], [-0.47418, -3.86110, -2.65029], [1.31597, -4.37385, -4.22083], [3.37766, -3.00098, -4.25590], [3.62198, -1.10659, -2.65457], [2.82770, -3.23123, 4.40442], [1.52084, -3.11880, 5.20008], [1.81884, -3.41499, 6.66936], [0.51634, -4.16016, 4.68877], [0.93393, -1.72136, 4.99801], [0.72519, -0.82951, 6.06542], [0.19189, 0.43243, 5.88667], [-0.14639, 0.82146, 4.59669], [-0.83782, 2.31649, 4.03557], [-0.81416, 1.71560, 2.43783], [-0.33079, 0.50611, 2.31272], [0.05865, -0.04784, 3.52771], [0.59475, -1.31243, 3.71794], [-1.26957, 2.37563, 1.22335], [-1.74798, 3.67714, 1.14387], [-2.12630, 4.18006, -0.09163], [-2.02270, 3.39045, -1.22798], [-1.54444, 2.08227, -1.15300], [-1.17275, 1.58496, 0.07683], [3.27720, -4.21246, 4.56129], [3.54627, -2.47442, 4.72170], [2.66163, -3.10973, 3.33322], [2.23266, -4.41956, 6.75583], [0.91855, -3.37614, 7.28456], [2.55148, -2.72231, 7.08595], [0.90342, -5.16569, 4.85773], [0.33100, -4.05258, 3.61901], [-0.43926, -4.07211, 5.20776], [0.98627, -1.13072, 7.06853], [0.04466, 1.09073, 6.73122], [0.74206, -1.96275, 2.86491], [-1.82285, 4.29701, 2.02875], [-2.50002, 5.19138, -0.16773], [-2.31679, 3.79518, -2.18716], [-1.47190, 1.48133, -2.04955]], "lowdin_charge": [1.1927, -0.1754, 0.4303, -0.1829, -0.1804, -0.1657, -0.2809, -0.0101, -0.0606, -0.0476, 0.0027, -0.2233, 0.0291, 0.0452, 0.0425, 0.0112, 0.0484, 0.0456, 0.0409, 0.0456, 0.0135, 0.0328, 0.0670, 0.1148, 0.1163, 0.1289, -0.0392, -0.5574, -0.0629, -0.0398, -0.1489, -0.0018, -0.0515, -0.4393, 1.1830, -0.5277, -0.0653, -0.2762, 0.0283, -0.2486, -0.0222, -0.0553, -0.0545, -0.0885, -0.1794, 0.0907, 0.0948, 0.0771, 0.0906, 0.0910, 0.0903, 0.0912, 0.0651, 0.0953, 0.1083, 0.1191, 0.1048, 0.1143, 0.1150, 0.1144, 0.1047], "charge": 1, "gap_ev": [5.935, 6.930], "spin_multiplicity": 1, "homo_energy_ev": [-10.9, -11.3], "total_energy_ev": -55530.69115}